Molecular formula: C22H12F18I2N2O6S2Zr
Method: DFT, ωB97M-V with the def2-TZVPD basis set

Calculated values
Total charge: 0
LUMO level, eV: -1.50
Orbital gap, eV: 6.393

Last column: Mulliken charge in e.
Element x y z (Å)
Zr1 -0.27 0.14 -1.17  -0.67
C1 -0.23 3.21 5.14  -1.68
C2 -0.20 2.22 4.01  0.58
C3 0.83 1.30 3.91  -1.18
C4 0.89 0.40 2.87  0.21
C5 -0.07 0.39 1.85  -0.20
N1 0.08 -0.49 0.76  1.43
C6 0.53 -1.79 1.04  0.09
C7 0.26 -2.39 2.28  -0.18
C8 0.73 -3.64 2.60  -1.38
C9 1.50 -4.38 1.71  0.48
C10 2.03 -5.74 2.07  -1.57
C11 1.71 -3.84 0.45  -0.64
C12 1.23 -2.58 0.10  -0.11
C13 1.30 -2.11 -1.35  1.79
O1 1.38 -0.74 -1.52  -0.70
C14 -0.05 -2.60 -1.99  0.46
F1 -0.28 -3.89 -2.01  -0.27
F2 -1.10 -2.02 -1.26  -0.12
F3 -0.22 -2.13 -3.23  -0.24
C15 2.47 -2.70 -2.20  0.25
F4 2.58 -2.02 -3.34  -0.19
F5 3.62 -2.60 -1.54  -0.24
F6 2.29 -3.99 -2.53  -0.25
C16 -1.09 1.37 1.91  -0.32
C17 -1.14 2.25 2.99  -0.91
C18 -2.00 1.56 0.70  1.11
O2 -1.25 1.64 -0.49  0.56
C19 -2.85 2.86 0.71  0.11
F7 -2.07 3.94 0.82  -0.20
F8 -3.53 2.95 -0.45  -0.26
F9 -3.76 2.91 1.70  -0.25
C20 -3.07 0.39 0.56  0.60
F10 -3.48 0.27 -0.72  -0.27
F11 -2.59 -0.82 0.88  -0.18
F12 -4.15 0.57 1.30  -0.26
H1 -0.06 2.70 6.09  0.40
H2 -1.17 3.75 5.19  0.39
H3 0.58 3.93 5.02  0.30
H4 1.63 1.31 4.65  0.48
H5 1.72 -0.28 2.80  0.61
H6 -0.35 -1.85 2.99  0.62
H7 0.50 -4.06 3.57  0.40
H8 2.09 -5.85 3.15  0.40
H9 3.03 -5.89 1.66  0.39
H10 1.38 -6.52 1.69  0.29
H11 2.27 -4.42 -0.27  0.48
H12 -1.93 2.98 3.06  0.42
F13 0.19 4.74 -4.41  -0.19
C21 0.95 3.85 -3.80  0.42
F14 1.96 4.46 -3.20  -0.20
F15 1.44 3.00 -4.70  -0.19
S1 -0.06 2.93 -2.54  1.16
O3 0.75 1.69 -2.31  -1.14
O4 -0.21 3.89 -1.51  -0.50
N2 -1.34 2.57 -3.36  -0.52
S2 -1.88 1.15 -3.74  1.15
O5 -1.57 0.14 -2.71  -0.66
O6 -3.18 1.16 -4.28  -0.63
C22 -0.72 0.56 -5.10  0.70
F16 0.43 0.20 -4.53  -0.17
F17 -1.23 -0.49 -5.71  -0.24
F18 -0.47 1.50 -5.99  -0.22
I1 1.75 2.19 -0.17  0.84
I2 3.47 2.74 1.90  -0.18

Molecular formula: C22H13Br2ClO
Method: DFT, ωB97M-V with the def2-TZVPD basis set

Calculated values
Total charge: 0
LUMO level, eV: -0.34
SMILES: Clc1ccc(/C(=C\c2ccccc2)c2cc3cc(Br)cc(Br)c3o2)cc1
Orbital gap, eV: 7.737

Last column: Mulliken charge in e.
Element x y z (Å)
Cl1 2.09 2.76 -4.67  -0.21
C1 1.44 1.93 -3.30  0.41
C2 0.60 2.61 -2.39  -0.92
C3 0.15 1.98 -1.24  0.16
C4 0.51 0.66 -0.94  0.09
C5 0.03 0.00 0.26  0.27
C6 0.21 0.53 1.52  -1.09
C7 1.13 1.64 1.87  0.48
C8 2.37 1.77 1.20  -0.24
C9 3.19 2.91 1.47  -0.62
C10 2.77 3.87 2.39  -0.47
C11 1.58 3.67 3.12  -0.43
C12 0.74 2.59 2.84  -0.56
C13 -0.82 -1.19 0.14  0.43
C14 -1.27 -1.69 -1.06  -0.47
C15 -2.10 -2.82 -0.70  0.37
C16 -2.75 -3.76 -1.48  -0.43
C17 -3.41 -4.80 -0.87  -0.23
Br1 -4.40 -5.99 -2.04  -0.20
C18 -3.46 -4.88 0.55  -0.10
C19 -2.80 -3.93 1.36  -0.47
Br2 -2.79 -4.06 3.25  -0.16
C20 -2.09 -2.90 0.68  0.00
O1 -1.36 -1.89 1.23  -0.38
C21 1.33 0.00 -1.85  -0.07
C22 1.79 0.62 -3.03  -0.88
H1 0.29 3.62 -2.64  0.41
H2 -0.42 2.53 -0.52  0.48
H3 -0.27 0.07 2.37  0.53
H4 2.71 1.05 0.46  0.49
H5 4.11 3.05 0.92  0.39
H6 3.37 4.76 2.58  0.37
H7 1.25 4.38 3.87  0.36
H8 -0.16 2.47 3.47  0.36
H9 -1.05 -1.33 -2.05  0.59
H10 -2.71 -3.68 -2.58  0.45
H11 -4.01 -5.71 1.03  0.35
H12 1.69 -0.98 -1.56  0.55
H13 2.51 0.12 -3.68  0.39

Molecular formula: C22H13BrCuF13INO3PS
Method: DFT, ωB97M-V with the def2-TZVPD basis set

Calculated values
Total charge: +1
LUMO level, eV: -6.07
Orbital gap, eV: 4.995

Last column: Mulliken charge in e.
Element x y z (Å)
N1 5.58 2.99 2.92  -0.66
P1 4.23 3.13 2.15  0.29
C1 3.85 1.72 1.08  0.61
C2 4.93 1.13 0.43  -0.96
C3 4.76 0.04 -0.41  0.39
C4 5.98 -0.48 -1.14  -1.44
C5 6.21 0.37 -2.37  0.58
O1 5.39 0.72 -3.14  -0.41
Br1 8.06 0.90 -2.62  -0.17
C6 3.48 -0.50 -0.56  0.20
C7 2.40 0.09 0.10  0.55
C8 2.58 1.21 0.90  -0.65
C9 1.03 -0.45 -0.07  0.29
O2 0.05 0.26 0.10  -0.66
C10 0.92 -1.90 -0.42  0.06
C11 -0.23 -2.63 -0.10  0.31
C12 -1.45 -2.03 0.56  -1.13
C13 -2.44 -1.60 -0.53  -1.05
C14 -3.79 -1.22 0.03  1.27
F1 -3.73 -0.95 1.36  -0.33
F2 -4.71 -2.21 -0.12  -0.32
C15 -4.38 0.02 -0.68  0.47
F3 -4.43 -0.25 -2.00  -0.30
F4 -3.51 1.06 -0.52  -0.27
C16 -5.83 0.49 -0.24  0.61
F5 -6.69 0.13 -1.19  -0.27
F6 -6.21 -0.07 0.92  -0.25
C17 -6.03 2.05 -0.16  0.48
F7 -5.48 2.61 -1.22  -0.24
F8 -7.32 2.31 -0.15  -0.24
S1 -5.39 2.94 1.43  1.37
F9 -4.01 3.48 0.53  -0.34
F10 -4.51 1.71 1.86  -0.27
F11 -6.58 2.44 2.27  -0.25
F12 -6.11 4.25 0.99  -0.28
F13 -4.78 3.72 2.63  -0.28
C18 -0.25 -3.98 -0.41  -0.73
C19 0.82 -4.60 -1.03  -0.72
C20 1.95 -3.87 -1.37  -0.54
I1 3.50 -4.98 -2.23  0.12
C21 2.01 -2.51 -1.06  0.95
C22 3.20 -1.68 -1.43  -0.01
O3 3.89 -1.95 -2.38  -0.55
H1 5.48 3.01 3.93  0.23
H2 3.04 3.32 2.87  0.02
H3 4.22 4.18 1.22  0.11
H4 5.93 1.51 0.60  0.48
H5 6.85 -0.42 -0.49  0.62
H6 5.86 -1.51 -1.47  0.43
H7 1.73 1.65 1.40  0.45
H8 -1.18 -1.19 1.17  0.35
H9 -1.91 -2.79 1.19  0.69
H10 -2.58 -2.42 -1.23  0.33
H11 -2.01 -0.77 -1.09  0.39
H12 -1.13 -4.57 -0.16  0.51
H13 0.77 -5.65 -1.25  0.35
Cu1 -2.05 3.75 0.60  0.84

Molecular formula: C22H14F3NO8Ta
Method: DFT, ωB97M-V with the def2-TZVPD basis set

Calculated values
Total charge: +1
LUMO level, eV: -4.61
Orbital gap, eV: 7.790

Last column: Mulliken charge in e.
Element x y z (Å)
Ta1 0.13 0.70 -2.16  2.30
O1 5.50 2.17 0.61  -0.49
C1 4.36 1.80 0.04  0.91
C2 4.09 0.48 -0.35  -0.54
C3 2.88 0.22 -0.93  0.20
N1 1.98 1.18 -1.11  -0.12
C4 2.22 2.44 -0.76  0.48
C5 3.41 2.81 -0.17  -0.63
C6 1.06 3.34 -1.12  0.12
O2 0.98 4.50 -0.89  -0.50
O3 0.09 2.60 -1.73  -0.71
C7 2.38 -1.10 -1.47  0.21
O4 2.99 -2.12 -1.44  -0.52
O5 1.14 -0.94 -2.01  -0.70
H1 6.12 1.44 0.71  0.33
H2 4.81 -0.32 -0.22  0.51
H3 3.61 3.83 0.11  0.60
O6 -0.58 0.56 -0.07  -0.16
C8 -1.62 -0.48 0.17  2.56
C9 -2.38 -0.56 -1.16  -0.20
O7 -3.49 -0.97 -1.29  -0.50
O8 -1.62 -0.11 -2.20  -0.51
C10 -0.88 -1.78 0.42  -0.65
C11 -1.34 -2.99 -0.08  -0.28
C12 -0.65 -4.16 0.18  -0.95
C13 0.51 -4.13 0.94  -0.50
C14 0.97 -2.93 1.45  -1.02
C15 0.28 -1.75 1.20  0.08
C16 -2.49 0.02 1.29  -0.02
C17 -2.56 -0.62 2.52  -0.36
C18 -3.35 -0.09 3.53  -0.89
C19 -4.06 1.08 3.33  -0.48
C20 -4.00 1.72 2.10  -0.94
C21 -3.23 1.19 1.08  -0.32
H4 -0.87 1.37 0.38  0.43
H5 -2.25 -3.03 -0.66  0.58
H6 -1.02 -5.10 -0.21  0.46
H7 1.05 -5.05 1.14  0.45
H8 1.87 -2.90 2.06  0.45
H9 0.64 -0.82 1.61  0.52
H10 -2.01 -1.54 2.68  0.48
H11 -3.40 -0.60 4.48  0.43
H12 -4.67 1.48 4.12  0.42
H13 -4.57 2.63 1.93  0.42
H14 -3.23 1.68 0.11  0.39
F1 -0.04 0.23 -5.24  -0.15
C22 -0.04 1.14 -4.31  0.33
F2 1.47 1.16 -3.78  -0.39
F3 -0.21 2.31 -4.85  -0.14